A structure of composition C29H22ClIN6ORu. Source: OMol25; level of theory: the ωB97M-V functional and the def2-TZVPD basis.

```
61
Properties=species:S:1:pos:R:3:lowdin_charge:R:1
C 3.8754 0.1471 0.8269 -0.010
C -3.6824 0.0428 -2.0152 -0.010
C 0.1825 -5.2509 -0.8048 0.005
C -3.4485 2.0573 0.1036 0.038
H 2.5315 -2.7981 0.6316 0.115
C 2.4901 1.4587 -0.7470 -0.105
H 0.3930 -3.5190 -2.0748 0.125
C 2.0413 3.7833 -2.1840 0.000
C 0.2115 -3.8841 -1.0722 -0.099
H -4.4455 1.6810 -0.0917 0.127
C 4.5184 4.1249 -2.5346 -0.022
C -0.3007 -2.3158 2.1657 -0.400
Cl -0.5275 -6.6922 3.3315 0.847
H 4.6694 -1.6424 1.8405 0.119
H 4.7247 3.7817 -3.5512 0.102
N 0.0294 -2.9626 -0.1299 -0.047
N -1.8298 -0.8675 -1.2083 -0.084
C -0.1697 -3.3715 1.1463 -0.142
H 1.8537 4.6845 -2.7547 0.132
C -4.5062 3.9172 1.4266 -0.023
H 4.5258 0.9728 1.0647 0.146
C -0.4783 -2.7441 3.5345 -0.626
H -0.6920 -4.3902 4.8854 0.112
H -5.3972 3.7393 0.8270 0.087
C -0.0399 -5.6753 0.4808 0.022
Ru 0.0783 -0.8889 -0.4424 1.295
C 2.8348 -1.7652 0.6000 -0.103
C 1.1689 1.8705 -0.9736 -0.215
C -2.4466 -1.7642 -1.9824 -0.097
H -1.8638 4.5557 1.7195 0.131
C -0.9183 2.9840 0.6376 0.007
H -4.3047 -1.7095 -3.1948 0.119
H 4.5628 1.8397 -1.0769 0.129
H -0.0338 3.3727 -1.9137 0.131
I -0.6292 -1.2980 4.9872 1.088
C -3.6124 -1.2338 -2.5226 -0.005
N -2.6030 0.2465 -1.2371 -0.054
C -0.4271 -5.0594 2.8806 -0.568
N 2.1295 -0.8669 -0.0983 -0.067
H -4.4174 0.8131 -2.1784 0.144
C -1.0530 1.8182 -0.1304 -0.219
H -4.3396 4.9910 1.4950 0.091
C -3.3066 3.2136 0.8620 -0.232
C -0.2166 -4.7222 1.4950 -0.148
C 3.3554 3.3662 -1.9660 -0.230
H -4.7086 3.5537 2.4369 0.100
C 3.9332 -1.1750 1.2101 -0.002
N 0.0781 1.1194 -0.5530 -0.025
C -0.5467 -4.0858 3.8578 -0.147
H 0.3354 -5.9569 -1.6088 0.130
H 5.4224 3.9753 -1.9470 0.088
C -2.3541 1.3711 -0.3945 -0.106
H -2.0265 -2.7436 -2.1353 0.105
C 3.5523 2.1927 -1.2438 0.040
C -2.0113 3.6662 1.1196 -0.001
C 0.9785 3.0533 -1.7036 0.008
H 4.3071 5.1915 -2.5886 0.091
N 2.7883 0.3142 0.0557 -0.055
O -0.2424 -1.1159 1.8423 -0.074
H -0.0717 -6.7297 0.7184 0.110
H 0.0792 3.3296 0.8766 0.132
```

Values from the calculation:
**Gap between HOMO and LUMO (spin up / spin down)**: 6.98 / 5.97 eV
**Net charge**: +2
**Strongest force on any atom**: 0.7 eV/Å
**Spin multiplicity**: 5
**⟨S²⟩**: 6.067
**E_tot**: -64609.163 eV

=====

A structure of composition C29H22Co2F6N3O7 in a non-equilibrium geometry. Source: OMol25; level of theory: the ωB97M-V functional and the def2-TZVPD basis.

```
69
Properties=species:S:1:pos:R:3:lowdin_charge:R:1
C -0.9256 0.7013 3.8345 -0.268
H 0.4188 0.0952 2.2943 0.089
Co -2.9029 2.9105 4.2252 -0.002
C -0.3265 3.4345 -4.3193 -0.100
C 0.6351 -0.7734 -3.4496 -0.493
C -3.0029 2.0364 6.2536 -0.210
F -1.7472 4.7118 -5.7289 0.117
F 1.0220 5.5816 -0.9001 0.122
H -1.2196 -5.2038 4.6499 0.089
C 0.2766 -3.7067 4.2228 -0.117
N 2.7701 -4.3693 -4.4885 -0.058
C -1.1062 2.0593 4.0537 -0.270
C -1.8749 -2.1144 3.4264 -0.082
C -0.0088 4.6934 -0.7602 -0.513
H 2.2328 -4.6444 -5.2909 0.114
O -2.1075 5.0624 2.3973 0.109
O -4.7371 4.8555 5.3965 0.113
C 4.7689 -3.6626 -3.4563 -0.164
H 5.5267 -2.9734 -3.8301 0.100
H 0.3908 -3.2001 -4.5153 0.129
C 3.5681 -2.8808 -2.8861 -0.116
F -1.1541 5.4222 -0.6026 0.124
C -0.3095 4.3012 -3.2285 0.046
F 0.2051 4.0139 0.4098 0.114
N 0.1155 0.1845 -2.5909 0.126
H -0.4489 5.3681 -3.3616 0.140
H 3.7731 -1.8147 -2.7728 0.107
C 0.9650 -3.1690 -3.5748 -0.150
H 1.1005 -4.3447 4.5594 0.095
H 5.1996 -4.3070 -2.6913 0.099
C -2.4012 4.1778 3.0783 -0.156
C -0.5281 1.1393 7.0068 -0.097
H 1.5390 -2.0475 3.6541 0.107
H -0.0667 1.4032 -5.0182 0.118
C -1.0272 -4.1990 4.2790 -0.113
O -3.6459 2.2364 7.2082 0.072
Co -1.5464 1.0963 5.4990 0.044
H 4.6011 -4.1636 -5.5809 0.106
F -0.6278 3.0647 -6.6698 0.118
C -0.5668 4.0138 -5.6915 -0.512
H 3.2250 -3.2994 -1.9355 0.111
H -3.1090 -3.8135 3.8502 0.101
N 0.6203 -2.0008 -2.8133 0.057
C -4.0248 4.0928 4.8966 -0.186
H 2.5531 -2.2595 -4.6677 0.134
O -0.0245 1.1783 8.0501 0.087
C 0.5257 -2.4515 3.7027 -0.050
C -0.3473 -0.2184 3.0108 -0.115
H -0.1396 -2.1121 -2.1534 0.142
O -4.7460 0.9479 3.0463 0.101
C 2.4447 -3.1080 -3.9525 -0.377
H 0.1294 1.9905 -0.7538 0.133
F 0.4269 4.8921 -6.0422 0.116
C 0.0112 1.5432 -2.8623 -0.184
C -2.2469 -0.4571 5.8675 -0.144
H 4.4864 -5.5828 -4.5061 0.103
O -2.8564 -1.3886 6.1894 0.116
C 0.0078 2.4122 -1.7529 0.069
C -3.9973 1.7277 3.4533 -0.116
C 4.2186 -4.5245 -4.6095 -0.205
H 0.7619 -4.0624 -2.9770 0.131
H 0.0827 -0.1013 -1.6122 0.154
C -2.0980 -3.4067 3.8484 -0.108
H -0.3170 2.8034 3.8688 0.066
H -2.7110 -1.4514 3.1722 0.115
C -0.1073 3.7787 -1.9503 -0.101
O 1.0867 -0.5579 -4.5736 0.062
C -0.1224 2.0642 -4.1595 0.072
C -0.5599 -1.6243 3.3251 -0.261
```

Values from the calculation:
**Gap between HOMO and LUMO**: 6.20 eV
**Net charge**: -1
**Energy relative to the best compared isomer or geometry (same formula, charge and spin)**: 0.0 kcal/mol
**Strongest force on any atom**: 4.5 eV/Å
**Spin multiplicity**: 1
**E_tot**: -140792.515 eV

=====

The molecule C29H22F3I2NO3. Source: OMol25; level of theory: the ωB97M-V functional and the def2-TZVPD basis.

```
60
Properties=species:S:1:pos:R:3:lowdin_charge:R:1
F 2.1296 -5.6750 2.5133 0.136
C 1.4486 -1.4971 0.0396 -0.018
C 2.2989 -3.5814 0.8826 0.077
H 0.4473 4.0673 -3.8945 0.040
I 2.7595 3.7056 -0.0648 0.894
C 0.4707 -1.4294 1.0318 -0.068
H 3.1566 3.7199 -3.1179 0.057
C 2.3108 2.3539 -1.6930 -0.739
C 3.9034 -1.1007 -1.3971 -0.074
C -0.5809 -2.4855 3.0780 -0.113
C 0.4093 -2.4827 1.9685 -0.082
C 1.2607 -4.6992 2.8367 -0.558
C -5.8906 1.1543 -0.6501 -0.036
H 0.0004 0.6397 0.6871 0.111
H -7.9349 1.6024 -0.2637 0.103
H -0.7705 -0.0532 2.0854 0.094
C 2.2273 3.1751 -2.9784 -0.807
C 5.2272 -0.8295 -1.6964 0.011
C -6.7246 1.8772 1.4888 -0.101
F 0.0371 -5.2737 2.8957 0.134
C 3.4387 -2.4823 -1.0651 -0.276
C 3.3168 1.2376 -1.6825 -0.308
H -1.3841 -1.5527 4.7891 0.067
H 1.3534 5.1450 -2.7971 0.070
C 5.6007 0.4814 -1.9603 -0.036
F 1.5681 -4.2979 4.0871 0.148
H 1.3156 1.9886 -1.4707 0.050
C -4.5946 1.0725 -0.1410 -0.251
H -5.2408 2.0411 3.0314 0.104
C 2.9494 -0.0746 -1.3901 -0.042
C 1.0214 4.1236 -2.9768 -0.185
C 1.5518 -0.4687 -1.0419 -0.248
C -5.4394 1.7935 1.9969 -0.087
O 0.5728 -0.0446 -1.6141 0.120
H 0.0883 -0.7356 4.0425 0.079
O -1.5577 1.7259 -0.6656 0.120
N -3.5595 0.6220 -0.9892 0.101
C -6.9375 1.5562 0.1532 -0.091
C 1.3118 -3.5543 1.8513 -0.040
H -1.2476 -3.3324 3.1733 0.112
C -0.6361 -1.5408 4.0084 0.039
H -3.6109 1.0312 -1.9137 0.140
C -2.2174 0.7343 -0.4922 -0.447
H -6.0633 0.8957 -1.6871 0.111
C 4.6623 1.4973 -1.9458 -0.060
H 6.6353 0.7167 -2.1692 0.112
C -1.7478 -0.5007 0.2290 -0.083
H -1.5726 -1.2839 -0.5106 0.136
C -4.3788 1.4029 1.1939 -0.031
I 2.0894 1.8242 -4.6617 0.880
H 4.9681 2.5181 -2.1374 0.110
C 2.3725 -2.5337 -0.0173 -0.060
C -0.4822 -0.2605 1.0632 -0.112
H 5.9409 -1.6422 -1.6994 0.125
H -3.3890 1.3584 1.6299 0.109
O 3.8785 -3.4744 -1.5994 0.140
H -7.5389 2.1931 2.1254 0.098
H -2.5788 -0.8407 0.8523 0.126
H 3.0067 -4.3932 0.8068 0.137
H 0.3482 3.8660 -2.1572 0.065
```

Values from the calculation:
**SMILES**: C=Cc1c(C(F)(F)F)cc2c(c1CCC(=O)Nc1ccccc1)C(=O)c1c(cccc1[C@@H](I)[C@H](C)I)C2=O
**Gap between HOMO and LUMO**: 7.58 eV
**Net charge**: 0
**Strongest force on any atom**: 0.4 eV/Å
**Spin multiplicity**: 1
**E_tot**: -62417.176 eV

=====

The molecule C29H22F3NO3S in a non-equilibrium geometry. Source: OMol25; level of theory: the ωB97M-V functional and the def2-TZVPD basis.

```
59
Properties=species:S:1:pos:R:3:lowdin_charge:R:1
H -1.7328 -2.7015 -6.3230 0.120
C 0.1491 -2.7325 -7.4237 -0.083
H 5.2675 -0.4365 3.9589 0.079
H -0.1007 4.0528 4.6307 0.124
C -0.4879 -1.3466 -3.0252 -0.223
C 3.2202 -0.9290 3.5059 -0.279
C -0.4382 -0.4307 1.1691 -0.220
H 4.3462 -1.0494 5.3511 0.076
C 1.4419 -2.2022 -7.4981 -0.101
C -2.8143 2.0155 4.3230 -0.004
C -0.7511 3.2727 4.2251 -0.013
C 3.2881 -0.5519 2.1655 -0.037
H 2.2448 -0.1058 0.3606 0.094
C 2.1294 -0.3762 1.4074 -0.013
H 1.2410 0.0875 -4.9726 0.094
H -0.3979 1.6624 0.5529 0.120
O -1.0318 -1.3446 -4.3093 0.013
F -1.1366 2.2688 -1.6918 0.108
C 0.8608 -0.5778 1.9738 -0.160
H -2.9636 0.3660 2.9521 0.127
H 4.2658 -0.4107 1.6968 0.117
H 2.8272 -0.7503 -6.6820 0.105
C -0.2527 -1.4071 -5.4619 -0.235
C 0.7982 -0.9150 3.3382 -0.025
H -1.3589 -2.7630 -0.0561 0.127
H 0.9997 0.7390 -0.8264 0.113
C -2.5493 3.9539 5.7886 -0.171
H 4.9159 -2.1570 4.0962 0.086
H -0.1832 -3.4942 -8.1271 0.104
C -2.0268 3.0790 4.7729 -0.228
F -2.6385 3.6129 -0.8505 0.138
C -2.3821 1.2381 3.2538 -0.044
C 4.4990 -1.1543 4.2724 -0.057
H 2.1397 -2.5635 -8.2574 0.101
C -2.4154 2.3503 -1.2392 -0.597
C -0.9398 0.9701 1.2120 -0.171
C 1.9590 -1.1052 4.0874 -0.033
C 1.8359 -1.1975 -6.6120 -0.081
C -0.9028 -2.0694 -0.7656 -0.021
C -1.2220 1.5932 2.5542 -0.225
H -1.5209 -3.1672 -2.5178 0.126
C 0.2986 -0.2975 -2.5601 0.009
H -3.7969 1.8223 4.7635 0.132
O -3.7030 1.7852 1.0400 -0.294
C -0.9983 -2.2956 -2.1294 0.018
F -3.2413 2.0270 -2.2454 0.145
C -0.3018 -0.8958 -0.2901 -0.209
S -2.7049 1.1319 0.2245 0.852
H 1.8877 -1.4061 5.1379 0.116
C 0.3862 -0.0894 -1.1859 -0.067
H -0.1820 -1.0405 3.8070 0.118
N -2.9874 4.6702 6.6048 0.152
H 0.6651 2.6309 2.6996 0.130
H 0.7867 0.3883 -3.2435 0.099
H -1.1911 -1.0675 1.6579 0.151
O -3.0026 -0.1467 -0.3792 -0.278
C -0.3336 2.5040 3.1385 -0.004
C 0.9646 -0.7457 -5.6169 -0.018
C -0.7283 -2.2981 -6.4324 -0.007
```

Values from the calculation:
**SMILES**: Cc1ccc([C@H](c2ccc(Oc3ccccc3)cc2)[C@H](c2ccc(C#N)cc2)S(=O)(=O)C(F)(F)F)cc1
**Gap between HOMO and LUMO**: 8.43 eV
**Net charge**: 0
**Energy relative to the best compared isomer or geometry (same formula, charge and spin)**: 0.0 kcal/mol
**Strongest force on any atom**: 2.7 eV/Å
**Spin multiplicity**: 1
**E_tot**: -57048.167 eV